[1]
C31H89NO25 | the ωB97M-V functional and the def2-TZVPD basis

The geometry in ORCA input format:
```
! RIJCOSX wB97M-V def2-TZVPD def2/J DEFGRID3
* xyz 0 1
O -1.332 -2.661 -2.009
H -2.236 -2.786 -2.298
H -0.833 -3.323 -2.488
O 0.280 -0.723 -0.549
H -0.138 -1.376 -1.111
H 0.716 -1.236 0.132
C -4.454 2.707 0.536
C -3.489 3.007 -0.614
C -2.815 1.711 -0.903
C -1.991 1.809 -2.202
C -2.796 2.243 -3.372
C -3.586 3.454 -3.093
N -4.219 3.554 -1.754
O -4.906 4.733 -1.580
C -2.646 4.688 -3.375
C -4.757 3.519 -4.118
C -2.451 4.094 -0.144
H -5.189 1.927 0.340
H -4.905 3.679 0.732
H -3.953 2.346 1.435
H -2.110 1.491 -0.101
H -3.528 0.887 -0.872
H -1.581 0.802 -2.281
H -1.155 2.508 -2.206
H -3.440 1.455 -3.762
H -2.046 2.432 -4.140
H -2.974 5.617 -2.909
H -1.646 4.588 -2.953
H -2.593 4.974 -4.426
H -5.420 4.384 -4.092
H -4.259 3.364 -5.075
H -5.471 2.696 -4.100
H -2.719 5.146 -0.241
H -1.471 3.902 -0.581
H -2.274 3.973 0.924
H -4.105 5.256 -1.657
C -4.612 -2.298 -1.412
C -6.061 -2.645 -1.570
O -6.742 -1.994 -2.615
O -3.942 -2.860 -2.531
H -4.106 -2.596 -0.494
H -4.561 -1.209 -1.403
H -6.594 -2.678 -0.619
H -6.016 -3.662 -1.959
H -7.648 -2.299 -2.527
H -4.518 -2.698 -3.282
C 0.196 1.673 2.044
C -0.999 1.540 2.906
O -1.331 0.271 3.273
O 1.312 0.983 2.516
H 0.366 2.727 1.822
H 0.039 1.234 1.059
H -1.834 1.927 2.321
H -0.826 2.072 3.842
H -2.264 0.232 3.053
H 0.986 0.081 2.472
C 4.925 -0.143 -0.761
C 3.489 0.137 -0.332
O 2.762 0.642 -1.489
O 5.521 -0.661 0.388
H 5.483 0.716 -1.134
H 4.928 -0.919 -1.527
H 3.419 0.919 0.424
H 2.948 -0.733 0.039
H 1.827 0.533 -1.301
H 6.400 -0.952 0.135
C -0.030 -3.805 1.334
C 1.388 -3.339 1.931
O 1.570 -1.917 1.902
O -1.001 -2.941 1.954
H -0.008 -4.892 1.403
H -0.001 -3.664 0.253
H 2.123 -3.951 1.408
H 1.407 -3.744 2.943
H 2.256 -1.721 2.545
H -0.805 -2.048 1.659
C 3.887 0.866 -4.985
C 4.642 0.416 -6.254
O 4.018 0.772 -7.492
O 4.117 0.145 -3.823
H 2.812 0.726 -5.098
H 3.971 1.933 -4.777
H 4.870 -0.648 -6.193
H 5.670 0.775 -6.196
H 4.665 0.955 -8.177
H 3.577 0.425 -3.080
C 4.863 3.199 3.970
C 4.696 2.495 2.556
O 3.483 2.886 1.938
O 3.924 2.564 4.857
H 4.623 4.250 3.804
H 5.895 3.081 4.301
H 4.927 1.431 2.601
H 5.519 2.957 2.011
H 2.777 2.438 2.410
H 4.373 1.735 5.035
C 1.894 -4.639 -2.408
C 2.937 -3.610 -1.873
O 3.732 -3.222 -3.053
O 0.983 -3.985 -3.265
H 1.406 -5.130 -1.567
H 2.447 -5.480 -2.825
H 3.419 -4.152 -1.059
H 2.385 -2.724 -1.561
H 3.309 -2.476 -3.485
H 1.410 -3.650 -4.057
C -0.543 -1.877 -5.286
C 0.591 -1.216 -4.355
O 1.909 -1.681 -4.748
O -0.574 -1.282 -6.554
H -1.477 -1.464 -4.905
H -0.501 -2.966 -5.290
H 0.513 -1.490 -3.303
H 0.510 -0.130 -4.325
H 2.158 -1.486 -5.654
H 0.286 -1.388 -6.967
C 4.523 -1.741 4.824
C 5.513 -1.018 5.719
O 4.825 -0.214 6.635
O 3.694 -0.952 3.936
H 3.824 -2.428 5.301
H 5.083 -2.453 4.218
H 6.100 -0.399 5.040
H 6.244 -1.583 6.297
H 4.475 -0.738 7.359
H 3.122 -0.398 4.473
C -0.222 0.950 7.094
C 1.158 0.788 6.518
O 1.236 -0.003 5.372
O -0.701 -0.271 7.603
H -0.997 1.166 6.359
H -0.250 1.700 7.884
H 1.849 0.359 7.243
H 1.608 1.754 6.289
H 1.076 0.569 4.618
H -1.661 -0.239 7.586
C -4.954 -2.180 2.313
C -5.186 -0.654 2.356
O -4.180 0.046 2.968
O -6.083 -2.883 1.756
H -4.763 -2.533 3.326
H -4.111 -2.379 1.652
H -6.101 -0.349 2.864
H -5.274 -0.179 1.379
H -4.414 0.107 3.898
H -6.491 -3.351 2.489
*
```

Output
* DFT total energy: -86258.9509 eV
* Kohn-Sham gap: 8.13 eV
* HOMO level: -8.0 eV

---

[2]
C31H92N4O13 | the ωB97M-V functional and the def2-TZVPD basis

The geometry in ORCA input format:
```
! RIJCOSX wB97M-V def2-TZVPD def2/J DEFGRID3
* xyz 1 2
C -0.937 -0.168 0.587
C 0.292 -0.511 -0.277
C 1.412 0.545 -0.028
O 0.822 -1.830 0.124
H -1.403 0.707 0.132
H -0.573 0.087 1.583
H -1.608 -1.026 0.619
H -0.021 -0.585 -1.318
H 1.825 0.679 0.972
H 1.079 1.566 -0.213
H 2.227 0.229 -0.678
H 0.456 -2.056 0.982
C 2.019 -5.232 -2.391
C 1.928 -3.635 -2.481
C 2.652 -3.003 -3.586
O 0.598 -3.236 -2.767
H 1.512 -5.645 -1.519
H 3.032 -5.631 -2.359
H 1.474 -5.744 -3.184
H 2.158 -3.310 -1.466
H 2.212 -3.337 -4.526
H 3.698 -3.307 -3.635
H 2.705 -1.918 -3.669
H 0.251 -2.952 -1.918
C 7.135 0.552 -1.244
C 6.583 -0.857 -1.194
C 5.038 -0.957 -1.049
O 6.984 -1.603 -2.333
H 8.056 0.680 -0.676
H 6.428 1.340 -0.985
H 7.372 0.847 -2.266
H 7.010 -1.375 -0.336
H 4.582 -0.402 -1.869
H 4.866 -0.693 -0.005
H 4.739 -2.002 -1.136
H 6.684 -1.091 -3.087
C 1.428 1.565 -3.436
C 0.023 2.122 -3.095
C -0.030 3.641 -3.115
O 0.972 4.255 -2.415
C 0.755 5.599 -2.262
N -0.928 1.605 -3.986
H 2.197 2.251 -3.083
H 1.614 1.355 -4.490
H 1.601 0.660 -2.854
H -0.203 1.800 -2.079
H -1.052 3.875 -2.816
H 0.099 4.156 -4.067
H 1.630 6.015 -1.762
H -0.182 5.853 -1.767
H 0.683 6.160 -3.194
H -0.854 0.613 -4.159
H -0.916 1.978 -4.925
C -2.085 1.983 4.284
C -3.029 3.302 4.231
C -4.249 3.140 5.169
O -5.069 2.046 4.909
C -6.133 1.943 5.893
N -2.284 4.526 4.340
H -2.634 1.164 4.749
H -1.073 2.146 4.655
H -1.933 1.774 3.225
H -3.521 3.310 3.259
H -4.914 3.974 4.944
H -3.863 3.280 6.179
H -6.905 1.295 5.478
H -6.647 2.881 6.103
H -5.793 1.433 6.795
H -2.347 4.999 3.450
H -2.885 5.171 4.831
C 2.739 4.212 3.235
C 1.695 3.980 2.140
C 0.796 5.232 1.800
O -0.072 4.839 0.716
C -1.079 3.941 0.910
N 2.437 3.546 1.022
H 2.329 4.843 4.023
H 3.501 4.933 2.940
H 3.073 3.280 3.692
H 1.134 3.107 2.474
H 1.391 5.985 1.283
H 0.240 5.591 2.666
H -1.579 3.858 -0.055
H -1.692 4.283 1.744
H -0.732 2.925 1.100
H 1.777 3.849 0.320
H 3.212 4.180 0.889
C -1.095 -5.615 -0.353
C -1.938 -5.319 -1.593
C -2.640 -3.942 -1.561
O -3.871 -4.280 -0.930
C -4.542 -3.054 -0.495
N -1.204 -5.619 -2.845
H -0.265 -4.929 -0.185
H -0.667 -6.617 -0.355
H -1.700 -5.495 0.546
H -2.615 -6.171 -1.650
H -3.023 -3.516 -2.488
H -2.005 -3.212 -1.058
H -4.513 -2.255 -1.236
H -4.070 -2.729 0.432
H -5.576 -3.282 -0.235
H -0.464 -4.941 -2.956
H -1.825 -5.474 -3.628
C -5.123 -0.015 1.397
O -5.905 -0.106 0.235
H -4.098 -0.178 1.066
H -5.386 0.887 1.949
H -5.469 -0.827 2.037
H -6.769 0.284 0.388
C -3.272 1.206 -1.637
O -3.473 1.079 -2.965
H -3.151 0.250 -1.129
H -2.592 2.018 -1.379
H -4.222 1.565 -1.241
H -2.711 1.456 -3.409
C -1.180 -3.741 2.780
O 0.185 -3.773 3.017
H -1.630 -3.201 3.613
H -1.420 -3.151 1.896
H -1.491 -4.778 2.653
H 0.464 -4.392 3.696
C 2.583 -5.852 1.642
O 2.947 -4.529 1.411
H 3.196 -6.318 2.414
H 1.526 -5.965 1.883
H 2.805 -6.445 0.756
H 2.152 -4.062 1.677
C 5.285 2.492 1.948
O 4.213 1.579 1.872
H 5.239 3.385 2.572
H 6.192 1.950 2.218
H 5.489 2.843 0.937
H 3.468 2.116 1.593
C -1.988 -1.471 -4.502
O -0.620 -1.041 -4.212
H -2.382 -0.574 -4.980
H -2.058 -2.379 -5.101
H -2.480 -1.752 -3.571
H -0.240 -1.691 -3.617
*
```

Output
* DFT total energy: -66200.0871 eV
* Kohn-Sham gap (spin up / spin down): 8.53 / 2.85 eV
* HOMO level (spin up / spin down): -10.9 / -10.9 eV

---

[3]
C31H99N27O16 | the ωB97M-V functional and the def2-TZVPD basis

The geometry in ORCA input format:
```
! RIJCOSX wB97M-V def2-TZVPD def2/J DEFGRID3
* xyz 0 1
C 4.296 -10.447 15.905
C 3.472 -11.678 16.209
C 4.312 -12.725 16.961
O 5.295 -13.134 16.008
C 6.614 -12.946 16.516
N 2.307 -11.326 17.039
H 3.644 -9.602 15.668
H 4.871 -10.528 14.981
H 4.908 -10.152 16.758
H 3.137 -12.181 15.295
H 3.759 -13.634 17.216
H 4.644 -12.287 17.906
H 7.321 -13.463 15.866
H 6.652 -13.414 17.504
H 6.812 -11.873 16.567
H 2.071 -12.203 17.494
H 1.519 -11.091 16.448
C 10.740 -15.374 13.120
C 10.196 -15.413 14.550
C 9.650 -16.772 14.922
O 8.865 -16.788 16.113
C 8.512 -18.096 16.527
N 11.054 -14.760 15.509
H 11.324 -14.504 12.822
H 9.901 -15.399 12.423
H 11.405 -16.230 12.972
H 9.280 -14.824 14.384
H 10.507 -17.449 15.079
H 9.077 -17.250 14.118
H 9.387 -18.509 17.032
H 8.102 -18.709 15.728
H 7.852 -17.953 17.383
H 10.635 -14.935 16.419
H 11.917 -15.302 15.597
C 5.476 -15.841 20.646
C 4.756 -17.143 20.367
C 5.091 -17.821 19.012
O 4.216 -18.914 18.930
C 4.536 -19.684 17.789
N 4.889 -18.029 21.527
H 6.539 -16.031 20.807
H 5.089 -15.371 21.556
H 5.209 -15.057 19.933
H 3.695 -16.881 20.287
H 6.156 -18.092 19.023
H 5.017 -17.086 18.199
H 5.561 -20.067 17.796
H 4.397 -19.094 16.879
H 3.897 -20.563 17.705
H 5.784 -17.839 21.971
H 5.095 -18.954 21.148
C 11.351 -20.086 15.493
C 11.645 -21.491 15.963
C 10.413 -22.379 15.708
O 9.327 -21.825 16.459
C 8.273 -22.683 16.911
N 12.750 -22.002 15.135
H 11.192 -20.109 14.418
H 12.216 -19.468 15.760
H 10.540 -19.634 16.053
H 11.905 -21.675 17.008
H 10.602 -23.345 16.200
H 10.175 -22.664 14.679
H 8.693 -23.208 17.771
H 7.899 -23.301 16.093
H 7.419 -22.093 17.243
H 13.111 -22.866 15.518
H 13.443 -21.263 15.154
C 5.394 -16.992 14.453
C 4.680 -16.517 13.206
C 5.025 -15.074 12.822
O 4.147 -14.564 11.851
C 4.418 -13.192 11.608
N 4.919 -17.478 12.077
H 5.136 -16.361 15.307
H 6.477 -16.893 14.317
H 5.263 -18.032 14.725
H 3.598 -16.610 13.349
H 6.058 -15.168 12.452
H 5.078 -14.469 13.735
H 3.511 -12.794 11.158
H 5.363 -12.921 11.128
H 4.519 -12.705 12.588
H 4.497 -16.914 11.340
H 5.905 -17.564 11.856
C 13.259 -18.794 11.588
O 14.206 -18.006 11.604
N 12.245 -18.749 12.485
N 13.209 -19.922 10.841
H 12.285 -18.027 13.185
H 11.545 -19.459 12.394
H 13.991 -20.098 10.233
H 12.502 -20.632 10.837
C 7.673 -14.791 9.270
O 7.959 -14.592 10.456
N 8.196 -15.844 8.603
N 6.762 -14.039 8.605
H 7.869 -15.940 7.659
H 8.843 -16.464 9.074
H 6.313 -13.298 9.111
H 6.635 -14.186 7.621
C 12.341 -11.494 9.523
O 12.506 -12.676 9.237
N 12.411 -10.524 8.584
N 12.290 -10.996 10.798
H 12.383 -10.853 7.635
H 12.541 -9.555 8.803
H 12.226 -11.662 11.556
H 11.936 -10.078 11.004
C 8.327 -20.120 20.382
O 7.788 -21.159 20.747
N 8.267 -18.950 21.046
N 8.966 -20.021 19.180
H 8.580 -18.054 20.687
H 7.890 -18.966 21.977
H 9.392 -19.177 18.851
H 8.998 -20.879 18.659
C 6.723 -20.080 14.080
O 5.875 -20.218 14.951
N 6.609 -19.308 12.950
N 8.006 -20.513 14.284
H 7.224 -19.483 12.178
H 5.699 -18.804 12.834
H 8.571 -20.425 13.458
H 8.330 -21.003 15.113
C 12.731 -11.053 14.437
O 13.922 -10.740 14.377
N 12.201 -12.292 14.309
N 11.737 -10.140 14.620
H 11.209 -12.409 14.420
H 12.758 -13.136 14.247
H 10.785 -10.491 14.575
H 12.029 -9.217 14.881
C 8.905 -12.121 12.832
O 9.371 -11.365 13.701
N 9.441 -12.380 11.624
N 7.811 -12.879 13.053
H 9.128 -13.133 11.033
H 10.270 -11.869 11.376
H 7.343 -12.770 13.934
H 7.628 -13.565 12.336
C 11.410 -16.295 9.111
O 10.831 -17.389 9.089
N 11.160 -15.264 8.277
N 12.428 -15.979 9.935
H 11.852 -14.535 8.219
H 10.404 -15.162 7.629
H 12.701 -15.010 9.978
H 12.800 -16.570 10.659
C 14.728 -14.053 12.484
O 14.173 -14.344 13.547
N 15.190 -14.973 11.601
N 15.062 -12.775 12.198
H 14.814 -15.911 11.632
H 15.779 -14.569 10.899
H 15.571 -12.628 11.346
H 14.581 -11.997 12.629
C 14.138 -16.772 15.951
O 14.362 -17.675 16.742
N 13.991 -15.453 16.253
N 14.086 -16.922 14.592
H 14.014 -14.772 15.512
H 14.111 -15.261 17.233
H 14.180 -17.830 14.172
H 14.090 -16.101 13.997
C 9.658 -15.560 19.426
O 9.275 -16.675 19.742
N 10.385 -14.772 20.292
N 9.381 -14.879 18.285
H 10.831 -13.922 20.014
H 10.348 -15.163 21.218
H 9.627 -13.914 18.189
H 8.995 -15.432 17.518
*
```

Output
* DFT total energy: -106754.9936 eV
* Kohn-Sham gap: 8.53 eV
* relative energy (zero: lowest compared OMol25 entry of this formula, charge and spin): 0.000 eV
* HOMO level: -8.6 eV